DFT (ωB97M-V with the def2-TZVPD basis set) results for a structure of composition C33H39Cl2HoN8S at a distorted geometry.

```
84
C33H39Cl2HoN8S | the OMol25 dataset | ωB97M-V with the def2-TZVPD basis set
Ho -11.235 -14.913 9.066
C -12.151 -10.682 11.265
C -12.413 -12.049 11.946
C -11.207 -13.010 11.871
N -11.522 -14.316 11.306
C -12.105 -15.213 12.125
C -12.479 -14.877 13.464
C -12.638 -15.714 14.565
C -12.296 -17.048 14.675
C -12.478 -17.952 13.633
C -12.735 -17.726 12.288
C -12.379 -16.550 11.534
N -12.128 -16.613 10.220
C -12.592 -17.744 9.416
C -12.640 -17.422 7.857
C -13.665 -16.361 7.505
N -13.163 -15.032 7.906
C -13.851 -13.946 7.601
C -15.250 -14.039 7.384
C -16.189 -13.031 7.100
C -15.950 -11.750 6.596
C -14.696 -11.244 6.324
C -13.472 -11.569 6.904
C -13.099 -12.651 7.722
N -12.027 -12.694 8.501
C -11.343 -11.444 8.823
C -12.161 -10.495 9.700
H -11.204 -10.254 11.677
H -12.952 -10.024 11.662
H -13.309 -12.512 11.537
H -12.689 -11.816 12.954
H -10.702 -13.121 12.837
H -10.466 -12.507 11.184
H -12.593 -13.785 13.627
H -12.972 -15.201 15.456
H -12.044 -17.442 15.655
H -12.348 -18.992 13.878
H -12.999 -18.591 11.685
H -13.609 -18.084 9.735
H -11.919 -18.635 9.506
H -12.931 -18.356 7.336
H -11.661 -17.141 7.402
H -14.601 -16.615 8.033
H -13.874 -16.393 6.401
H -15.648 -15.033 7.502
H -17.236 -13.257 7.282
H -16.819 -11.101 6.422
H -14.649 -10.366 5.642
H -12.656 -10.868 6.673
H -11.032 -10.888 7.913
H -10.423 -11.745 9.335
H -13.216 -10.518 9.338
H -11.851 -9.454 9.537
Cl -8.459 -13.227 9.480
C -7.557 -13.505 7.957
C -6.155 -13.416 8.141
C -5.283 -13.620 7.056
C -5.827 -13.940 5.801
C -7.201 -14.040 5.611
Cl -7.691 -14.604 4.059
C -8.139 -13.825 6.697
S -9.849 -13.927 6.366
H -5.816 -13.143 9.129
H -4.188 -13.493 7.183
H -5.146 -14.083 4.944
C -8.831 -21.015 11.696
C -8.608 -21.058 10.186
C -9.898 -21.164 9.351
C -7.713 -19.864 9.672
N -8.401 -18.613 9.564
C -8.191 -17.402 10.130
N -9.054 -16.518 9.611
N -9.691 -17.166 8.618
N -9.336 -18.445 8.625
H -9.346 -21.919 11.993
H -9.273 -20.109 12.086
H -7.863 -21.122 12.180
H -8.049 -21.976 9.908
H -10.688 -20.474 9.729
H -10.316 -22.179 9.536
H -9.826 -21.039 8.289
H -7.314 -20.163 8.691
H -6.898 -19.716 10.408
H -7.442 -17.095 10.827
```

## Properties
**Multiplicity**: 5
**Electronic energy**: -108452.3682 eV
**Largest force on an atom**: 0.05645 hartree/bohr
**HOMO (alpha / beta)**: -6.618 / -6.637 eV
**Energy above the lowest of the compared OMol25 structures with the same formula, charge and spin**: 36.5 kJ/mol
**Kohn-Sham gap (alpha / beta)**: 0.240 / 0.241 Ha
**⟨S²⟩**: 6.004
**LUMO level (alpha / beta)**: -0.1 / -0.1 eV